(1)
# C4H13NOS

A 2-piece molecular cluster, C4H13NOS overall (ωB97M-V with the def2-TZVPD basis set, the Open Molecules 2025 dataset).

Geometry as XYZ:
```
20
C4H13NOS ωB97M-V with the def2-TZVPD basis set
C -2.28 -0.46 0.88
N -0.79 -0.27 1.10
C 0.41 -0.93 0.56
C 0.89 0.10 -0.42
S 2.45 -0.33 -1.45
C -2.54 -1.30 -0.31
H -2.59 0.55 0.56
H -2.52 -0.84 1.97
H -0.83 -0.17 2.11
H 1.21 -1.12 1.33
H 0.25 -2.04 0.09
H 1.26 0.90 0.34
H 0.24 0.44 -1.27
H 1.77 -0.06 -2.67
H -1.90 -1.10 -1.17
H -3.60 -1.31 -0.49
H -2.27 -2.48 -0.09
H -0.75 2.29 0.75
H 0.55 2.92 0.95
O -0.42 3.10 1.10
```

## Properties
Relative energy (zero: lowest compared OMol25 entry of this formula, charge and spin), kJ/mol: 283.6
Total charge: 0
Total energy, eV: -18729.0714

(2)
# C8H17NOS

One molecule with the formula C8H17NOS (ωB97M-V with the def2-TZVPD basis set, the Open Molecules 2025 dataset).

Geometry as XYZ:
```
28
C8H17NOS ωB97M-V with the def2-TZVPD basis set
C 2.11 1.35 1.40
C 1.92 -2.00 0.06
C 0.43 -1.67 0.01
C 2.69 -0.85 -0.59
C -2.19 -0.23 0.55
C -1.08 1.90 0.24
C -1.47 0.43 -1.70
C -1.02 0.46 -0.19
N 0.23 -0.15 0.09
O 1.59 1.63 -1.12
S 1.68 0.68 -0.04
H 2.73 2.22 1.12
H 2.45 0.82 2.30
H 2.38 -2.09 1.19
H 2.06 -3.02 -0.50
H -0.20 -2.04 -0.87
H 0.06 -2.26 0.92
H 3.71 -0.71 -0.24
H 2.67 -0.88 -1.64
H -2.32 -1.24 0.27
H -2.05 0.02 1.60
H -3.07 0.34 0.41
H -0.42 2.44 -0.31
H -0.83 1.93 1.35
H -2.13 2.31 0.07
H -1.02 1.10 -2.29
H -1.29 -0.57 -2.14
H -2.50 0.84 -1.71
```

## Properties
Relative energy (zero: lowest compared OMol25 entry of this formula, charge and spin), kJ/mol: 383.8
Total charge: 0
Total energy, eV: -22940.1618

(3)
# C22H38MnNO2P2Si

C22H38MnNO2P2Si as an isolated structure (ωB97M-V with the def2-TZVPD basis set, the Open Molecules 2025 dataset).

Geometry as XYZ:
```
67
C22H38MnNO2P2Si ωB97M-V with the def2-TZVPD basis set
C -1.07 3.17 -3.76
C -1.11 2.12 -2.83
N 0.06 1.71 -2.21
C 1.22 2.30 -2.48
C 1.29 3.35 -3.42
C 0.14 3.78 -4.06
C -2.30 1.38 -2.52
P -2.28 0.21 -1.16
Mn -0.05 0.21 -0.93
P 2.26 0.23 -0.93
C 2.43 1.92 -1.65
C -0.06 -1.55 0.59
C -0.46 -1.48 1.97
C -0.60 -2.48 2.92
C -0.13 -3.72 2.51
C 0.28 -3.87 1.19
C 0.32 -2.84 0.22
O -1.54 -0.45 -4.67
O 1.08 -0.83 -4.43
H -2.00 3.48 -4.22
H 2.27 3.80 -3.59
H 0.18 4.59 -4.78
C -3.25 0.86 0.23
C -3.26 -1.25 -1.70
H 3.36 2.01 -2.23
H 2.51 2.60 -0.79
H -1.91 0.13 -3.97
H -3.24 1.78 -2.91
C 3.20 0.28 0.63
C 3.25 -0.84 -2.01
H -1.27 -0.09 2.32
H -0.89 -2.15 3.90
H -0.13 -4.46 3.27
H 0.58 -4.90 0.91
H 0.62 -3.10 -0.80
H -0.20 -1.28 -1.85
H 1.12 -1.77 -4.65
H 0.13 -0.58 -4.59
H -1.89 -0.09 -5.50
H 0.25 -0.76 -2.27
H -4.30 1.06 -0.05
H -3.25 0.12 1.05
H -2.79 1.79 0.60
H -4.32 -0.99 -1.84
H -2.86 -1.65 -2.64
H -3.19 -2.02 -0.92
H 4.30 -0.51 -2.06
H 3.23 -1.87 -1.63
H 2.80 -0.84 -3.02
H 4.24 0.56 0.48
H 2.72 0.99 1.31
H 3.15 -0.71 1.10
C 1.25 -1.16 5.11
Si 0.05 0.05 4.29
C -1.71 -0.01 5.03
C 0.69 1.76 4.66
C -0.16 -0.09 2.25
C 0.50 0.07 0.88
H 1.29 -0.92 6.18
H 2.24 -0.99 4.67
H 1.01 -2.22 5.00
H -1.63 0.18 6.11
H -2.31 0.80 4.60
H -2.27 -0.94 4.91
H 1.68 1.81 4.22
H -0.01 2.46 4.19
H 0.71 1.86 5.75
```

## Properties
Relative energy (zero: lowest compared OMol25 entry of this formula, charge and spin), kJ/mol: 233.8
⟨S²⟩: 6.0926
2S+1: 5
Total charge: 0
Total energy, eV: -86784.0890

(4)
# C6H11N2O

An isolated ion of composition C6H11N2O and charge +1 (ωB97M-V with the def2-TZVPD basis set, the Open Molecules 2025 dataset).

Geometry as XYZ:
```
20
C6H11N2O ωB97M-V with the def2-TZVPD basis set
C -0.01 -1.54 -1.56
C -0.29 -0.26 -2.11
C 0.50 -1.62 -0.32
C -0.66 0.75 -1.35
C 0.81 -0.34 0.38
C -0.28 0.64 0.14
N 0.05 1.86 0.87
N 0.78 -0.40 1.83
O -1.44 0.15 0.83
H -0.30 -2.45 -2.11
H -0.35 -0.25 -3.23
H 0.72 -2.62 0.22
H -1.17 1.59 -1.59
H 1.73 0.08 0.10
H 0.77 2.33 0.28
H -0.70 2.51 0.91
H 1.64 -0.75 2.11
H -0.11 -1.02 2.08
H 0.49 0.67 2.06
H -2.17 0.70 0.46
```

## Properties
Relative energy (zero: lowest compared OMol25 entry of this formula, charge and spin), kJ/mol: 231.6
Total charge: +1
Total energy, eV: -11419.7669

(5)
# C5H13NO3P

A 2-piece molecular cluster, C5H13NO3P overall (ωB97M-V with the def2-TZVPD basis set, the Open Molecules 2025 dataset).

Geometry as XYZ:
```
23
C5H13NO3P ωB97M-V with the def2-TZVPD basis set
C 2.15 -1.19 1.09
C 3.43 -1.51 1.09
C 1.80 -1.65 -1.34
C -2.43 -0.61 -1.02
C -1.76 2.79 1.27
N 1.30 -1.29 -0.03
O -0.82 -0.59 1.48
O -1.04 -0.97 -1.08
O -1.10 2.45 0.06
P -0.22 -0.89 0.22
H 1.64 -0.82 1.97
H 3.96 -1.89 0.24
H 4.00 -1.42 2.00
H -1.14 3.21 -0.53
H 0.96 -1.76 -2.03
H 2.33 -2.60 -1.27
H 2.48 -0.89 -1.72
H -2.65 -0.07 -0.10
H -3.03 -1.52 -1.08
H -2.63 0.03 -1.87
H -1.25 3.61 1.78
H -1.75 1.91 1.90
H -2.80 3.09 1.08
```

## Properties
Relative energy (zero: lowest compared OMol25 entry of this formula, charge and spin), kJ/mol: 130.0
Total charge: +1
Total energy, eV: -22309.8353

(6)
# C31H46N9O4P2Rb

C31H46N9O4P2Rb as an isolated structure (ωB97M-V with the def2-TZVPD basis set, the Open Molecules 2025 dataset).

Geometry as XYZ:
```
93
C31H46N9O4P2Rb ωB97M-V with the def2-TZVPD basis set
Rb -0.41 -0.88 -0.82
N -0.38 1.81 -2.24
C -0.01 1.75 -3.65
C 1.18 0.83 -3.89
N 0.94 -0.58 -3.62
C 2.21 -1.32 -3.60
C 3.09 -1.13 -2.38
N 2.47 -1.64 -1.15
C 0.07 -1.18 -4.63
C -0.65 -2.43 -4.15
N -1.79 -2.09 -3.30
H 0.35 2.29 -1.71
H -1.24 2.32 -2.10
H -0.88 1.41 -4.21
H 0.25 2.73 -4.07
H 1.53 0.98 -4.93
H 1.99 1.17 -3.23
H 1.98 -2.38 -3.68
H 2.80 -1.06 -4.50
H 4.03 -1.64 -2.61
H 3.33 -0.07 -2.24
H 1.87 -2.44 -1.34
H 3.18 -1.95 -0.50
H -0.68 -0.45 -4.93
H 0.65 -1.41 -5.54
H -0.94 -3.02 -5.03
H 0.02 -3.05 -3.56
H -2.57 -1.78 -3.85
H -2.08 -2.92 -2.80
C 0.70 -0.03 2.89
P 1.93 0.70 1.74
C 3.44 -0.12 2.39
C 2.16 2.40 2.42
C 2.02 2.66 3.78
C 2.14 3.95 4.29
C 2.43 4.99 3.42
C 2.59 4.75 2.07
C 2.47 3.46 1.54
P 2.55 3.18 -0.28
C 3.11 4.82 -0.89
C 4.15 2.28 -0.46
H 1.02 -0.04 3.93
H 0.54 -1.06 2.56
H -0.25 0.51 2.81
H 3.54 0.01 3.47
H 4.33 0.27 1.90
H 3.38 -1.19 2.17
H 1.79 1.85 4.46
H 2.02 4.13 5.35
H 2.52 6.00 3.80
H 2.81 5.58 1.42
H 4.01 5.18 -0.39
H 2.32 5.56 -0.80
H 3.32 4.70 -1.95
H 4.93 2.70 0.18
H 4.47 2.36 -1.50
H 4.02 1.22 -0.24
N -4.29 0.98 1.27
C -3.20 1.82 1.45
C -3.38 2.91 2.31
C -2.34 3.78 2.51
C -1.13 3.55 1.85
C -1.05 2.45 1.03
N -2.06 1.59 0.82
C -4.43 -0.28 0.68
C -5.74 -0.80 0.61
C -5.91 -2.06 0.08
C -4.80 -2.77 -0.37
C -3.57 -2.16 -0.26
N -3.37 -0.94 0.25
H -5.14 1.32 1.69
H -4.33 3.06 2.81
H -2.45 4.63 3.17
H -0.27 4.20 1.99
H -0.13 2.23 0.49
H -6.58 -0.22 0.97
H -6.90 -2.49 0.03
H -4.89 -3.76 -0.78
H -2.67 -2.68 -0.59
O -1.13 -7.26 1.19
C -1.52 -6.51 2.19
O -1.99 -6.97 3.21
C -1.35 -5.04 2.05
C -1.75 -4.17 3.05
N -1.47 -2.93 2.62
N -0.92 -2.92 1.40
C -0.83 -4.19 1.03
C -0.30 -4.54 -0.34
O -0.25 -5.76 -0.63
O 0.03 -3.59 -1.08
H -0.76 -6.69 0.43
H -2.21 -4.38 4.00
H -1.68 -2.06 3.07
```

## Properties
Relative energy (zero: lowest compared OMol25 entry of this formula, charge and spin), kJ/mol: 1.1
Total charge: 0
Total energy, eV: -73730.8808

- Which value of relative energy (zero: lowest compared OMol25 entry of this formula, charge and spin) does entry 1 give?
  283.6 kJ/mol

- What is the total energy in the third record?
  -86784.0890 eV

- Number 4 is which compound?
  C6H11N2O